Entry 1:
The following is a DFT calculation (ωB97M-V with the def2-TZVPD basis set) of C38H38CoN6S3 as an isolated structure.

The geometry in XYZ format:
```
86
Properties=species:S:1:pos:R:3:forces:R:3
Co -0.26522 0.19523 0.55177 -0.04 0.30 -0.13
N -1.09800 0.90740 2.37338 0.12 -0.17 0.06
C -0.47633 0.15261 3.50047 -0.03 0.09 -0.08
C -0.31650 -1.28511 3.07204 0.06 -0.03 -0.12
N 0.47838 -1.29106 1.81261 -0.08 -0.01 -0.01
H -0.92801 1.90131 2.48147 0.03 0.08 -0.01
H -2.10601 0.79350 2.39955 -0.09 -0.02 0.00
H -1.06638 0.21697 4.40940 -0.09 0.07 0.09
H 0.49810 0.59636 3.70281 0.03 0.04 0.01
H -1.28960 -1.72825 2.85792 -0.01 -0.04 -0.02
H 0.15402 -1.87616 3.85487 0.06 -0.03 0.01
H 0.47725 -2.21668 1.39543 -0.02 -0.06 -0.05
H 1.45191 -1.08752 2.02449 0.10 -0.02 0.03
N -1.35493 -0.34997 -0.76441 -0.33 -0.32 0.44
S -2.23928 -0.22626 -1.95798 0.08 -0.12 -0.03
N -1.73957 0.81332 -3.07517 0.01 0.06 -0.10
S -1.60265 2.34036 -2.82837 -0.07 0.12 -0.20
N -0.86963 2.84652 -1.55583 -0.13 0.16 0.04
S 0.62697 2.59475 -1.07070 0.10 -0.16 0.04
N 0.80756 1.50254 -0.03869 0.16 0.10 0.34
C 1.68171 2.25786 -2.42721 0.11 0.00 -0.05
C 2.34924 3.29372 -3.07198 -0.07 -0.11 -0.11
C 3.20796 2.96295 -4.10989 0.02 -0.03 -0.05
C 3.38835 1.63118 -4.46926 -0.01 0.01 0.00
C 2.70784 0.61225 -3.80567 0.06 -0.01 -0.12
C 1.84463 0.91793 -2.77012 0.03 0.05 -0.03
C 1.08140 4.15733 -0.42912 -0.03 -0.03 0.15
C 0.28192 5.27759 -0.62943 0.08 -0.04 0.00
C 0.69792 6.47841 -0.07600 0.03 0.05 0.00
C 1.88130 6.53898 0.65027 0.02 0.00 0.01
C 2.66813 5.40432 0.83312 0.05 0.06 0.01
C 2.27253 4.19298 0.29534 -0.03 0.02 -0.04
C -3.15127 3.14724 -2.70658 0.00 0.15 0.07
C -3.92506 3.16120 -3.86340 0.00 0.16 0.00
C -5.16546 3.76891 -3.80668 -0.04 0.08 -0.02
C -5.60704 4.33937 -2.61516 0.01 0.01 -0.01
C -4.81893 4.30162 -1.46973 -0.10 0.01 -0.01
C -3.56940 3.70245 -1.50323 -0.07 -0.07 -0.13
C -0.90600 2.90855 -4.32732 0.15 0.09 0.12
C -0.43873 2.01246 -5.27609 0.04 -0.01 -0.05
C 0.13759 2.53441 -6.42503 0.02 0.00 -0.08
C 0.22653 3.90990 -6.59912 0.02 0.02 -0.03
C -0.25973 4.78861 -5.63167 0.02 0.05 -0.07
C -0.83329 4.29322 -4.47691 0.05 -0.06 -0.05
C -3.90789 0.17084 -1.57308 -0.01 0.03 0.09
C -4.32216 0.07975 -0.25001 -0.08 0.06 -0.17
C -5.64371 0.37897 0.04751 -0.07 0.01 0.01
C -6.51602 0.75526 -0.96891 0.06 -0.02 0.03
C -6.08178 0.83211 -2.29038 -0.08 -0.04 0.03
C -4.76845 0.53484 -2.60574 -0.02 -0.18 0.01
C -2.28086 -1.68183 -2.91411 -0.18 -0.14 0.00
C -3.36806 -2.54163 -2.79897 0.21 -0.07 -0.07
C -3.33258 -3.72915 -3.51539 -0.01 -0.05 -0.04
C -2.23677 -4.02957 -4.31411 0.00 0.00 0.01
C -1.15748 -3.15243 -4.40603 0.01 -0.09 -0.06
C -1.16847 -1.96484 -3.70108 0.01 -0.04 -0.01
H 2.21592 4.32616 -2.77170 0.01 -0.06 0.00
H 3.75300 3.74586 -4.62356 -0.03 -0.06 0.02
H 4.07934 1.38156 -5.26562 -0.03 0.02 0.04
H 2.87004 -0.42190 -4.08601 0.01 0.07 0.01
H 1.32830 0.13965 -2.21873 0.05 0.06 -0.04
H -0.63864 5.20986 -1.19425 0.06 0.01 0.06
H 0.09900 7.36887 -0.21499 0.02 -0.02 0.02
H 2.19576 7.48154 1.08074 0.00 -0.03 -0.02
H 3.59273 5.46606 1.39324 -0.06 0.01 -0.02
H 2.87253 3.29867 0.42905 -0.07 0.08 -0.01
H -3.56501 2.71898 -4.78796 -0.03 0.06 0.09
H -5.78561 3.80552 -4.69375 0.02 0.03 0.04
H -6.57383 4.82732 -2.58316 0.04 -0.03 0.00
H -5.17412 4.74919 -0.55011 0.00 0.00 -0.04
H -2.93509 3.66811 -0.62770 -0.04 0.03 -0.05
H -0.53908 0.94447 -5.12716 0.04 0.11 -0.02
H 0.50471 1.86251 -7.19210 -0.02 0.06 0.05
H 0.67007 4.30660 -7.50553 -0.04 -0.03 0.07
H -0.20302 5.85876 -5.78660 0.01 -0.05 -0.01
H -1.23675 4.96378 -3.72499 0.04 -0.05 -0.04
H -3.62617 -0.24258 0.51110 0.01 0.00 0.03
H -6.00075 0.30380 1.06750 0.01 0.01 -0.06
H -7.54855 0.97832 -0.73172 0.02 -0.01 0.00
H -6.77395 1.10987 -3.07728 0.05 -0.02 0.08
H -4.42063 0.57433 -3.63360 -0.05 -0.09 0.16
H -4.21829 -2.30647 -2.17325 0.02 0.03 -0.01
H -4.16676 -4.41634 -3.45055 0.05 0.02 -0.02
H -2.22077 -4.95748 -4.87206 0.00 0.04 0.02
H -0.30907 -3.39692 -5.03288 -0.05 -0.02 0.02
H -0.33743 -1.26966 -3.76428 -0.09 -0.07 0.01
```
Positions in Å, forces in eV/Å.

## Properties
charge: +3
energy relative to the best compared isomer or geometry (same formula, charge and spin): 0.000 eV
2S+1: 5
Kohn-Sham gap (spin up / spin down): 0.3420 / 0.2624 hartree
HOMO energy (spin up / spin down): -16.656 / -16.733 eV



Entry 2:
The following is a DFT calculation (ωB97M-V with the def2-TZVPD basis set) of C38H38GeN3O7P2Pt as an isolated structure.

The geometry in XYZ format:
```
90
Properties=species:S:1:pos:R:3:forces:R:3
Pt 0.06840 -0.23557 -0.14233 0.22 0.70 -0.23
C 3.26186 0.34745 2.06752 0.00 0.03 0.03
C 2.06108 0.95127 2.73672 0.09 0.13 0.01
C 2.19690 1.80440 3.83572 0.17 -0.10 -0.12
C 1.07030 2.38565 4.36910 -0.22 0.01 -0.01
C -0.17340 2.10158 3.81333 0.13 0.18 0.13
C -0.22704 1.22430 2.74371 -0.67 -0.14 -0.39
N 0.86399 0.68060 2.23284 0.20 -0.27 0.09
C -1.56923 0.86188 2.11164 0.18 0.08 0.19
C -2.71320 1.19006 2.82941 0.22 -0.04 0.04
C -3.95366 0.94322 2.29895 -0.24 0.01 0.00
C -4.04339 0.36736 1.05215 0.05 -0.01 0.02
C -2.89405 0.01666 0.35934 -0.14 -0.23 -0.47
N -1.67507 0.25068 0.90413 0.16 0.10 -0.02
C -3.08123 -0.64160 -1.02130 0.09 0.38 0.91
C -4.35324 -0.81652 -1.54421 -0.15 -0.09 -0.23
C -4.47851 -1.46284 -2.76923 -0.08 0.14 0.24
C -3.34657 -1.89801 -3.41982 0.19 -0.08 -0.14
C -2.09924 -1.65869 -2.84083 -0.06 0.03 -0.15
C -0.83137 -2.05023 -3.54590 -0.01 -0.07 0.07
N -2.00324 -1.04414 -1.66663 0.16 -0.08 -0.19
H 3.92259 -0.11411 2.80282 0.01 -0.01 -0.03
H 3.82054 1.13118 1.55123 -0.02 0.00 0.01
H 2.96402 -0.39872 1.33207 -0.04 0.03 0.03
H 3.17992 2.01123 4.24001 -0.03 -0.01 -0.01
H 1.14460 3.06642 5.20660 0.00 0.00 0.00
H -1.05210 2.58576 4.20760 0.05 0.04 0.01
H -2.62729 1.62383 3.81098 -0.02 -0.03 -0.01
H -4.84861 1.19811 2.85163 0.01 -0.01 -0.01
H -5.01174 0.17961 0.62502 -0.01 0.01 0.07
H -5.23941 -0.46911 -1.04104 -0.03 -0.05 -0.08
H -5.45821 -1.61881 -3.20112 0.00 0.00 0.01
H -3.41015 -2.40728 -4.37364 0.00 0.01 0.04
H -0.96644 -2.98341 -4.09466 0.00 0.01 0.00
H -0.00591 -2.16080 -2.84013 -0.06 0.03 -0.01
H -0.54605 -1.27409 -4.25825 0.00 -0.05 0.04
C 2.21532 2.08575 -4.04452 0.10 0.03 0.10
C 1.52324 1.36689 -2.88942 -0.18 0.07 -0.03
O 0.26744 0.81481 -3.28890 0.09 0.08 -0.04
P 2.49512 -0.04921 -2.30760 -0.20 -0.08 -0.03
O 3.90502 0.48814 -1.91109 0.06 0.39 0.27
O 2.70052 -0.96586 -3.56283 0.00 0.02 0.10
O 1.80724 -0.76102 -1.16851 -0.08 0.15 -0.07
P 1.33679 2.42344 -1.36506 0.17 -0.04 0.13
O 0.88475 3.82432 -1.97985 -0.16 0.03 0.06
O 2.65735 2.52082 -0.67393 0.02 -0.17 -0.14
O 0.15410 1.84321 -0.60043 0.07 -0.08 -0.27
H 2.30872 1.41123 -4.89432 -0.01 -0.01 0.00
H 3.20877 2.43354 -3.75930 -0.02 0.01 0.01
H 1.62426 2.95404 -4.33220 -0.02 -0.01 -0.03
H -0.36074 1.53696 -3.41205 -0.01 0.02 0.04
H 3.76349 1.28692 -1.31402 0.03 -0.23 -0.15
H 3.06683 -1.84670 -3.36515 0.04 -0.06 -0.02
H 1.29146 4.57686 -1.53181 0.05 -0.02 -0.06
C 0.07628 -1.90500 0.54720 -0.19 -0.38 0.32
Ge 1.09851 -3.55882 0.21768 0.19 -0.13 0.03
C 2.14533 -3.82270 1.81739 0.08 0.15 0.34
C 2.94027 -4.96428 1.92192 0.06 0.05 0.04
C 3.71324 -5.18204 3.05297 0.01 0.00 0.02
C 3.70716 -4.25688 4.08944 0.00 -0.02 -0.02
C 2.92636 -3.11466 3.99627 -0.02 -0.01 -0.03
C 2.14751 -2.90026 2.86601 -0.03 -0.08 -0.06
C -0.30808 -4.88146 0.09308 -0.29 -0.18 -0.03
C -0.45766 -5.84975 1.08734 0.00 0.02 -0.05
C -1.45712 -6.81019 0.99512 -0.01 0.03 -0.01
C -2.32544 -6.81042 -0.08711 0.01 0.01 0.00
C -2.19875 -5.84482 -1.07677 0.00 0.01 0.02
C -1.19897 -4.88690 -0.98417 0.00 -0.07 0.12
C 2.33145 -3.72716 -1.27039 0.11 0.03 -0.20
C 2.04996 -4.54682 -2.35958 -0.02 0.09 -0.03
C 2.97973 -4.71786 -3.38261 -0.04 0.03 0.00
C 4.21066 -4.08483 -3.31419 0.05 0.04 0.04
C 4.52297 -3.29067 -2.20936 -0.07 -0.06 -0.03
C 3.58730 -3.11451 -1.19996 0.05 -0.16 0.01
H -0.60891 -2.04899 1.39655 -0.01 -0.22 -0.06
H 2.96584 -5.68693 1.11283 0.00 -0.01 0.00
H 4.32446 -6.07213 3.12620 0.00 0.00 0.00
H 4.31390 -4.42741 4.96921 0.00 0.00 0.00
H 2.92275 -2.39324 4.80387 -0.01 0.01 0.00
H 1.54122 -2.00071 2.80481 0.02 -0.02 0.01
H 0.21292 -5.86082 1.93890 0.00 0.00 -0.01
H -1.55762 -7.55973 1.76939 0.01 0.00 0.00
H -3.10127 -7.56168 -0.15910 0.01 0.01 0.00
H -2.87816 -5.84027 -1.91996 0.00 0.01 0.00
H -1.11529 -4.13844 -1.76050 0.01 0.08 -0.09
H 1.09922 -5.06318 -2.41909 0.00 -0.01 0.00
H 2.74344 -5.35418 -4.22576 0.00 0.01 0.00
H 4.93716 -4.22230 -4.10479 0.00 0.00 0.01
H 5.49548 -2.82168 -2.13368 0.00 0.02 -0.02
H 3.84693 -2.50532 -0.34213 -0.01 0.03 0.00
```
Positions in Å, forces in eV/Å.

## Properties
charge: +1
energy relative to the best compared isomer or geometry (same formula, charge and spin): 0.000 eV
Kohn-Sham gap (spin up / spin down): 0.2638 / 0.2639 hartree
HOMO energy (spin up / spin down): -10.500 / -10.500 eV